# C3H4N4O

C3H4N4O in the gas phase at a distorted geometry (wB97M-V/def2-TZVPD, OMol25).

Calculated values
frontier orbital gap	9.2	eV
energy relative to the best compared isomer or geometry (same formula, charge and spin)	3.457	eV
SMILES	Nc1nnncc1O
calculated total energy	-11180.51245	eV

Each atom is followed by the atoms it is bonded to, with distances in Å.
Element x y z (Å)
1 O -1.47015 0.92999 0.35824  C8 1.442, H12 0.948
2 N 2.25221 -0.77100 0.26791  N3 1.265, N5 1.437
3 N 1.16410 -1.41301 0.20422  N2 1.265, C6 1.319
4 N -1.18770 -1.36959 -0.21326  C6 1.313, H9 1.000, H10 1.060
5 N 2.19280 0.62560 -0.06576  N2 1.437, C7 1.333
6 C 0.01108 -0.84676 -0.09610  N3 1.319, N4 1.313, C8 1.407
7 C 1.03629 1.27305 -0.20689  N5 1.333, C8 1.387, H11 1.042
8 C -0.13748 0.55173 -0.04248  O1 1.442, C6 1.407, C7 1.387
9 H -1.32805 -2.35744 -0.28047  N4 1.000
10 H -1.92640 -0.75553 0.23451  N4 1.060
11 H 1.05170 2.31397 -0.24773  C7 1.042
12 H -1.65840 1.81899 0.08780  O1 0.948